Molecular formula: C41H48Cl5N2O2PdSSe
Method: DFT, wB97M-V/def2-TZVPD

The geometry in XYZ format:
```
101
Properties=species:S:1:pos:R:3:forces:R:3
Pd 2.692 -0.630 -0.635 -0.4430 -0.1679 -0.1999
C -2.177 -0.101 5.264 0.0018 0.0067 0.0045
C -1.538 -1.445 4.884 -0.0019 0.0019 0.0011
C -1.028 -2.136 6.156 -0.0047 -0.0082 0.0040
C -2.621 -2.327 4.264 -0.0097 -0.0001 -0.0068
C -0.378 -1.207 3.921 -0.0044 0.0094 0.0171
C -0.350 -1.687 2.624 -0.0004 -0.0203 -0.0279
C 0.738 -1.434 1.802 0.0039 0.0235 0.0585
Se 0.633 -2.034 -0.018 0.1576 0.0101 -0.0616
C -0.538 -0.673 -0.682 -0.0105 -0.0169 -0.0300
C -1.838 -1.012 -1.020 0.0081 -0.0104 -0.0033
C -2.744 -0.031 -1.386 -0.0188 0.0449 -0.0274
C -2.263 1.283 -1.398 -0.0110 -0.0202 0.0722
C -0.964 1.665 -1.095 -0.0547 -0.0331 0.0878
C -0.036 0.653 -0.685 0.0688 0.0421 0.1066
O 1.175 0.906 -0.311 -0.1764 0.0559 -0.1067
C -0.623 3.164 -1.120 -0.0036 0.0402 0.0388
C 0.878 3.485 -1.167 -0.0147 -0.0109 -0.0121
C -1.233 3.837 -2.361 0.1406 0.0922 0.0820
C -1.213 3.811 0.141 0.0055 -0.0069 0.0222
C -4.206 -0.321 -1.723 0.0180 -0.0020 0.0161
C -5.116 0.388 -0.710 -0.0022 0.0061 -0.0029
C -4.537 0.177 -3.134 0.0050 0.0547 -0.0131
C -4.514 -1.818 -1.673 -0.0057 -0.0111 0.0181
C 1.881 -0.713 2.216 0.0733 -0.0355 0.0082
O 2.941 -0.607 1.478 0.0833 -0.0024 0.0883
C 1.809 -0.131 3.521 -0.0253 -0.0104 -0.0072
C 0.716 -0.431 4.316 0.0005 0.0208 -0.0103
C 2.871 0.819 4.104 -0.0002 0.0001 -0.0063
C 2.173 2.084 4.635 -0.0017 -0.0117 0.0098
C 3.932 1.304 3.107 -0.0181 0.0118 0.0004
C 3.594 0.120 5.264 0.0170 -0.0144 -0.0024
H -3.015 -0.253 5.951 0.0013 -0.0020 0.0015
H -2.546 0.411 4.374 -0.0036 -0.0044 -0.0011
H -1.455 0.557 5.751 -0.0001 0.0004 -0.0019
H -1.851 -2.305 6.857 0.0011 0.0016 0.0015
H -0.273 -1.532 6.661 0.0027 -0.0002 -0.0015
H -0.576 -3.100 5.912 -0.0021 0.0005 -0.0025
H -3.425 -2.486 4.987 0.0014 -0.0008 0.0008
H -2.225 -3.304 3.978 0.0001 -0.0009 0.0029
H -3.057 -1.862 3.377 0.0041 0.0042 -0.0006
H -1.177 -2.258 2.219 0.0001 0.0022 -0.0032
H -2.132 -2.053 -0.961 0.0092 -0.0037 0.0019
H -2.969 2.064 -1.658 0.0042 -0.0219 -0.0058
H 1.370 2.964 -1.990 0.0118 -0.0137 -0.0109
H 1.387 3.199 -0.252 -0.0036 -0.0143 0.0056
H 0.992 4.563 -1.322 0.0077 -0.0100 -0.0047
H -0.776 3.437 -3.271 0.1323 0.2449 0.4511
H -1.031 4.910 -2.330 0.0085 0.0115 0.0194
H -2.313 3.710 -2.437 0.0090 0.0174 -0.0108
H -0.799 3.341 1.036 0.0019 -0.0040 -0.0065
H -2.300 3.696 0.172 0.0017 -0.0079 -0.0055
H -0.977 4.879 0.172 0.0003 0.0028 -0.0012
H -4.969 1.469 -0.737 0.0022 -0.0004 0.0016
H -4.900 0.048 0.305 -0.0001 -0.0042 -0.0013
H -6.169 0.185 -0.929 0.0016 0.0016 0.0004
H -4.343 1.246 -3.238 0.0055 -0.0075 -0.0033
H -5.593 0.002 -3.365 0.0038 -0.0057 0.0020
H -3.929 -0.341 -3.877 0.0369 0.0085 -0.0386
H -4.344 -2.232 -0.677 -0.0005 0.0007 0.0014
H -3.899 -2.374 -2.385 -0.0009 -0.0002 0.0003
H -5.562 -1.986 -1.931 0.0019 0.0026 0.0002
H 0.700 -0.018 5.319 -0.0071 -0.0037 -0.0029
H 1.630 2.581 3.828 0.0002 0.0023 0.0031
H 2.918 2.781 5.029 0.0016 -0.0028 0.0017
H 1.464 1.870 5.436 0.0045 0.0046 0.0013
H 3.474 1.777 2.239 0.0014 -0.0049 -0.0040
H 4.557 0.494 2.743 0.0026 -0.0053 0.0046
H 4.562 2.041 3.616 -0.0001 0.0018 -0.0069
H 2.893 -0.211 6.033 -0.0049 0.0081 -0.0014
H 4.315 0.800 5.727 0.0061 -0.0022 -0.0046
H 4.135 -0.756 4.900 -0.0086 -0.0049 -0.0002
Cl 4.979 0.844 -1.237 0.2143 0.0674 -0.0876
C 5.429 -0.839 -1.453 -0.0519 -0.0229 0.0211
C 4.424 -1.761 -1.194 0.1062 0.1182 0.0971
C 4.806 -3.085 -1.293 -0.0787 -0.0144 0.0341
Cl 3.633 -4.329 -0.899 -0.0343 0.0616 -0.0650
C 6.089 -3.485 -1.672 -0.0182 -0.0073 0.0081
Cl 6.502 -5.158 -1.797 0.0056 0.0010 -0.0050
C 7.049 -2.517 -1.948 0.0248 0.0258 -0.0039
Cl 8.643 -2.978 -2.423 0.0052 -0.0042 -0.0035
C 6.721 -1.166 -1.828 -0.0040 -0.0287 0.0002
Cl 7.903 0.053 -2.134 0.0132 0.0012 -0.0053
N 1.558 -2.675 -3.288 0.0573 -0.1263 0.0209
C 1.117 -1.453 -3.662 -0.0898 0.1507 0.0146
S 1.998 -0.081 -3.312 0.2601 -0.0616 0.1262
N -0.046 -1.480 -4.362 0.0025 -0.1104 0.0414
C -0.829 -0.427 -4.877 -0.0369 0.0908 -0.0885
C -1.659 -0.736 -5.955 0.0547 0.0108 0.0083
C -2.467 0.235 -6.522 -0.0309 0.0295 -0.0175
C -2.452 1.529 -6.022 0.0057 -0.1073 -0.0064
C -1.644 1.824 -4.934 -0.1308 -0.0010 -0.1545
C -0.839 0.858 -4.348 -0.0330 -0.0219 -0.0314
H 2.346 -2.686 -2.657 0.0355 0.0074 0.0303
H 0.915 -3.446 -3.200 -0.0349 0.0274 0.0204
H -0.353 -2.395 -4.652 -0.0077 -0.0063 0.0202
H -1.661 -1.744 -6.358 0.0060 -0.0046 0.0011
H -3.102 -0.023 -7.360 -0.0029 -0.0036 -0.0031
H -3.077 2.294 -6.464 -0.0016 0.0061 -0.0085
H -1.648 2.821 -4.511 -0.1740 -0.3082 -0.3633
H -0.242 1.091 -3.480 -0.0720 0.0027 -0.1005
```
Forces are in eV/Å.

Properties
E_tot: -7079.69296 Eh
E_HOMO (spin up / spin down): -4.4 / -4.6 eV
gap between HOMO and LUMO (spin up / spin down): 6.48 / 6.57 eV
<S²>: 2.01
total charge: -1
2S+1: 3